Record 1
ORCA calculation (ωB97M-V with the def2-TZVPD basis set) on a molecular structure, C37H59HoNO3S3Si in a non-equilibrium geometry.

Each line ends with the Mulliken spin population.
CARTESIAN COORDINATES (ANGSTROEM)
Ho (-2.11827, -0.27199, -0.72100)  3.057
C (-1.07759, -3.32135, 1.64063)  0.000
C (-1.91979, -2.04387, 1.45863)  0.002
C (-3.27898, -2.05647, 0.91537)  -0.020
C (-4.03815, -0.81911, 0.91255)  -0.010
C (-3.40672, 0.38099, 1.32805)  0.001
C (-2.08160, 0.40267, 1.77080)  -0.010
C (-1.31536, -0.79781, 1.75575)  0.001
H (-1.68550, -4.20035, 1.35565)  0.000
H (-0.72781, -3.47404, 2.68699)  0.000
H (-0.14327, -3.24768, 1.01963)  0.000
H (-3.75933, -3.01467, 0.72560)  -0.002
H (-5.03249, -0.84376, 0.52293)  -0.001
H (-4.02755, 1.29221, 1.47503)  0.001
H (-1.62712, 1.32319, 2.07321)  -0.006
H (-0.26505, -0.73895, 1.96721)  -0.001
C (0.01321, -7.31967, -0.69853)  0.000
C (0.52392, -7.21370, -2.09668)  0.000
S (1.33717, -5.65163, -2.64930)  0.000
C (1.35248, -5.32541, -4.49777)  0.000
C (-0.05396, -4.84229, -4.69247)  0.000
S (-0.88864, -4.51913, -2.98991)  0.000
C (-2.07862, -5.91114, -3.20514)  0.000
C (-2.25270, -6.84539, -1.98243)  0.000
S (-1.44206, -6.33078, -0.48011)  0.000
H (0.65319, -7.28479, 0.17663)  0.000
H (-0.51611, -8.28533, -0.63137)  0.000
H (-0.30798, -7.26375, -2.80058)  0.000
H (1.19175, -8.05485, -2.28525)  0.000
H (1.64488, -6.35568, -4.91084)  0.000
H (2.05327, -4.54774, -4.41656)  0.000
H (-0.58311, -5.74364, -4.85707)  0.000
H (-0.42424, -3.92254, -5.20218)  0.000
H (-1.81240, -6.58240, -4.03197)  0.000
H (-3.07751, -5.48689, -3.50261)  0.000
H (-2.12345, -7.91552, -2.20451)  0.000
H (-3.30748, -6.78655, -1.66900)  0.000
H (0.92866, 1.25367, -5.60141)  0.000
C (6.43510, 0.14447, 4.68198)  0.068
Si (4.79929, 0.41255, 5.91995)  0.645
C (4.02500, -1.37451, 6.95187)  0.227
C (2.96662, -0.64479, 7.79320)  0.017
C (5.36737, -1.92896, 7.41679)  0.002
C (3.30635, -2.26913, 5.97805)  -0.002
C (3.48709, 1.16807, 4.55140)  -0.060
C (3.83731, 2.57451, 5.16733)  0.034
C (3.98694, 0.86438, 3.13398)  0.013
C (1.96209, 0.87120, 4.67713)  0.013
H (7.23391, -0.05850, 5.34578)  -0.005
H (6.29463, 1.16363, 4.34671)  0.009
H (6.09417, -0.58299, 3.84198)  0.012
H (3.26182, 0.12296, 8.53697)  -0.005
H (2.40753, -1.38810, 8.34744)  0.007
H (2.22117, -0.11279, 7.16474)  -0.011
H (5.51036, -2.94639, 7.08546)  -0.003
H (5.54402, -1.89872, 8.49155)  0.003
H (6.20799, -1.46694, 6.87022)  0.011
H (2.18350, -2.14733, 5.89389)  0.001
H (3.28581, -3.26837, 6.35767)  0.007
H (3.65029, -2.29862, 4.87575)  0.010
H (3.12358, 2.86571, 5.98441)  0.001
H (3.86767, 3.29278, 4.38661)  0.012
H (4.89286, 2.58736, 5.59588)  -0.002
H (5.04041, 1.18470, 3.05922)  -0.006
H (3.44044, 1.34360, 2.31925)  0.001
H (3.94612, -0.25036, 2.96560)  -0.001
H (1.71062, -0.18747, 4.45537)  0.001
H (1.35861, 1.47175, 3.96549)  0.000
H (1.58796, 1.12345, 5.66869)  0.000
C (-1.14554, 6.65124, -0.35928)  0.000
O (-0.80097, 7.98513, -0.90948)  0.000
H (-1.18381, 6.79592, 0.72414)  0.000
H (-0.19634, 6.17336, -0.43895)  0.000
H (-1.80531, 6.03918, -1.01268)  0.000
H (-0.58373, 8.01861, -1.85202)  0.000
C (-5.86799, 6.08507, -3.43271)  0.000
O (-4.82782, 5.04212, -3.61187)  0.000
C (-3.67669, 5.24579, -4.35353)  0.000
C (-3.62846, 5.53163, -5.78066)  0.000
C (-2.38519, 5.84759, -6.35793)  0.000
C (-1.22736, 5.89578, -5.56822)  0.000
C (-1.27765, 5.47506, -4.19432)  0.000
C (-2.49768, 5.01552, -3.67376)  0.000
N (-2.59932, 4.24061, -2.42459)  0.000
C (-1.96731, 3.08276, -2.24809)  -0.001
C (-1.74150, 2.02400, -3.11897)  0.003
C (-2.15799, 1.84322, -4.47186)  0.001
C (-1.45043, 1.20974, -5.40723)  0.000
C (-0.13967, 0.63129, -5.02399)  0.000
C (-0.02277, 0.52388, -3.55268)  0.005
C (-0.73152, 1.14233, -2.62740)  -0.010
O (-0.64420, 1.06777, -1.23787)  -0.008
H (-5.57798, 6.86052, -2.73696)  0.000
H (-6.74093, 5.50228, -3.12072)  0.000
H (-6.02221, 6.55837, -4.40828)  0.000
H (-4.49051, 5.56632, -6.43986)  0.000
H (-2.40409, 6.06249, -7.46224)  0.000
H (-0.26019, 6.20946, -5.98562)  0.000
H (-0.39104, 5.45768, -3.52563)  0.000
H (-3.57023, 4.22319, -2.15363)  0.000
H (-1.52599, 2.94591, -1.22450)  0.001
H (-3.20914, 2.06247, -4.62090)  0.000
H (-1.70443, 1.33697, -6.46659)  0.000
H (0.31370, -0.39086, -5.41295)  0.000
H (0.78000, 0.03658, -2.99655)  0.001

Summary:
- orbital gap (spin up / spin down) (eV) = 4.67 / 4.98
- 2S+1 = 5
- lowest unoccupied orbital energy (spin up / spin down) (eV) = -3.675 / -3.652
- maximum force (eV/Å) = 5.3
- DFT total energy (eV) = -113120.12547
- ⟨S²⟩ = 6.032
- net charge = +1


Record 2
ORCA calculation (ωB97M-V with the def2-TZVPD basis set) on 6 unconnected molecules or ions with the total composition C37H59N3O18S in a non-equilibrium geometry.

Each line ends with the Löwdin charge.
CARTESIAN COORDINATES (ANGSTROEM)
C (-4.88363, 4.60885, -7.26189)  0.075
C (-3.90259, 4.83857, -6.56336)  -0.120
C (-2.65924, 4.62634, -5.61366)  -0.104
C (-3.04709, 3.96691, -4.21874)  -0.355
N (-4.27856, 3.08475, -4.33182)  0.104
C (-4.00063, 2.02531, -4.93549)  -0.690
S (-3.91260, 0.91172, -6.13350)  0.662
O (-1.96281, 3.31709, -3.56819)  -0.147
C (-2.24114, 3.01509, -2.18298)  -0.090
C (-1.68971, 1.58291, -1.70728)  -0.427
C (-1.65485, 0.49248, -2.87104)  -0.010
N (-2.70560, 1.10716, -0.71051)  0.071
C (-2.17612, 0.34510, 0.20612)  -0.276
C (-1.76353, 0.88130, 1.65603)  -0.027
C (-1.92650, -1.22862, 0.01700)  -0.031
O (-0.42414, 1.75930, -1.03561)  -0.073
C (0.64759, 1.98618, -1.94704)  -0.315
C (1.67055, 3.01467, -1.24602)  -0.137
N (2.43076, 3.81852, -2.25044)  -0.122
C (3.75871, 3.17462, -2.50908)  -0.143
O (1.40471, 0.81052, -2.30595)  -0.150
C (1.58450, -0.09552, -1.19348)  -0.171
C (3.06190, -0.72602, -1.35435)  -0.178
C (3.04752, -2.28758, -1.69690)  -0.098
H (-5.70614, 4.44054, -8.00283)  0.054
H (-2.27008, 5.67493, -5.40293)  0.119
H (-1.86076, 4.07452, -6.18773)  0.116
H (-3.37195, 4.82541, -3.54043)  0.156
H (-1.66884, 3.78035, -1.55797)  0.144
H (-3.33497, 3.16323, -1.89929)  0.136
H (-0.85786, -0.30411, -2.68554)  0.075
H (-2.65365, -0.05088, -2.86219)  0.100
H (-1.45360, 0.89660, -3.90625)  0.060
H (-1.51123, 1.97825, 1.65833)  0.088
H (-2.53911, 0.59031, 2.43258)  0.084
H (-0.80818, 0.31632, 1.93258)  0.085
H (-2.91564, -1.77778, 0.16192)  0.101
H (-1.23549, -1.61208, 0.83262)  0.065
H (-1.44306, -1.48085, -0.96826)  0.061
H (0.34412, 2.49062, -2.91437)  0.151
H (1.13957, 3.73331, -0.54353)  0.132
H (2.40343, 2.42767, -0.60164)  0.113
H (2.61272, 4.73454, -1.81365)  0.095
H (4.29016, 2.88423, -1.54117)  0.080
H (4.45465, 3.90098, -3.04339)  0.085
H (3.57111, 2.25040, -3.14454)  0.071
H (1.56908, 0.39973, -0.17994)  0.129
H (0.84328, -0.93828, -1.31955)  0.103
H (3.63650, -0.62762, -0.35592)  0.093
H (3.65251, -0.10208, -2.10043)  0.106
H (2.02596, -2.73731, -1.51966)  0.053
H (3.31154, -2.46007, -2.78607)  0.077
H (3.76776, -2.81526, -0.98905)  0.061
C (1.35025, 2.07756, -5.71611)  -0.010
C (1.22406, 1.02131, -6.78956)  -0.333
C (0.64645, -0.27249, -6.29186)  -0.103
O (1.20489, -1.21950, -7.20184)  0.063
C (2.39806, -0.70236, -7.61268)  -0.544
O (3.23353, -1.31858, -8.19914)  0.157
O (2.50969, 0.60932, -7.25865)  0.087
H (1.95898, 2.91359, -6.06730)  0.094
H (0.36795, 2.45338, -5.42002)  0.078
H (1.84928, 1.67866, -4.82839)  0.070
H (0.66401, 1.41479, -7.64513)  0.161
H (-0.44337, -0.29063, -6.32585)  0.131
H (0.97656, -0.53340, -5.28147)  0.138
C (8.58225, -1.98733, 2.56310)  -0.021
C (7.41319, -1.98337, 1.60350)  -0.341
C (6.59120, -0.72776, 1.66209)  -0.100
O (5.30992, -1.18606, 1.23295)  0.038
C (5.23274, -2.49980, 1.59407)  -0.544
O (4.22637, -3.14015, 1.59323)  0.152
O (6.45351, -2.97950, 1.96016)  0.090
H (9.01687, -2.98620, 2.63565)  0.089
H (9.35509, -1.28699, 2.24113)  0.092
H (8.26253, -1.71108, 3.57150)  0.090
H (7.75785, -2.19679, 0.58599)  0.162
H (6.96813, 0.05496, 1.00370)  0.144
H (6.48738, -0.32373, 2.67348)  0.142
C (-0.53783, -2.72593, 5.09637)  -0.014
C (-1.06223, -1.47577, 5.76811)  -0.338
C (-2.54379, -1.50096, 6.01323)  -0.099
O (-2.87192, -0.11164, 6.01251)  0.045
C (-1.96153, 0.49762, 5.20057)  -0.551
O (-2.06368, 1.61355, 4.79117)  0.147
O (-0.92551, -0.33822, 4.91377)  0.081
H (0.48769, -2.57652, 4.75250)  0.090
H (-0.56217, -3.57676, 5.77979)  0.092
H (-1.13118, -2.97473, 4.21199)  0.086
H (-0.50109, -1.27583, 6.68746)  0.160
H (-2.80763, -1.96603, 6.96313)  0.142
H (-3.10774, -1.98484, 5.21040)  0.144
C (1.25900, -7.70114, 0.12303)  -0.020
C (0.24205, -6.66161, -0.29228)  -0.339
C (0.85476, -5.42175, -0.87824)  -0.111
O (-0.12998, -4.43271, -0.58222)  0.051
C (-0.75992, -4.84422, 0.55436)  -0.534
O (-1.48185, -4.15686, 1.21020)  0.144
O (-0.45062, -6.13846, 0.84357)  0.090
H (0.78848, -8.47985, 0.72666)  0.088
H (1.72570, -8.16225, -0.74933)  0.092
H (2.04345, -7.25667, 0.74149)  0.091
H (-0.50034, -7.10540, -0.96437)  0.161
H (1.02254, -5.49941, -1.95254)  0.145
H (1.78981, -5.12881, -0.39123)  0.137
C (-5.40093, 2.01772, 6.61287)  -0.019
C (-5.85311, 2.80540, 7.82165)  -0.339
C (-4.94956, 2.65159, 9.01132)  -0.107
O (-5.84064, 2.89161, 10.09854)  0.060
C (-7.07869, 2.50463, 9.67525)  -0.545
O (-8.01975, 2.35720, 10.39137)  0.161
O (-7.09276, 2.30434, 8.32715)  0.086
H (-6.18666, 1.99126, 5.85494)  0.092
H (-4.50075, 2.45340, 6.17507)  0.086
H (-5.18812, 0.97934, 6.87844)  0.079
H (-5.99900, 3.85781, 7.55508)  0.161
H (-4.12700, 3.36682, 9.01319)  0.141
H (-4.54421, 1.64094, 9.11894)  0.139

Summary:
- orbital gap (eV) = 7.63
- lowest unoccupied orbital energy (eV) = 0.224
- relative energy (zero: lowest compared OMol25 entry of this formula, charge and spin) (kcal/mol) = 0.0
- maximum force (eV/Å) = 4.1
- DFT total energy (eV) = -91479.54781